Computed, not measured: 2 unconnected molecules or ions with the total composition C5H10O2, with ωB97M-V with the def2-TZVPD basis set.

```
17
C5H10O2, DFT ωB97M-V with the def2-TZVPD basis set
C 2.204 1.084 -0.643
O 1.548 0.061 -1.357
C 0.861 -0.805 -0.578
C 0.969 -0.941 0.745
O -1.934 -1.838 0.050
C -2.011 -0.676 -0.276
C -2.176 0.474 0.678
H 1.554 1.452 0.165
H 3.137 0.712 -0.205
H 2.408 1.889 -1.350
H 0.119 -1.334 -1.166
H 0.248 -1.567 1.261
H 1.730 -0.410 1.313
H -1.961 -0.400 -1.352
H -1.546 1.321 0.382
H -3.220 0.806 0.631
H -1.929 0.170 1.700
```

HOMO-LUMO gap = 9.96 eV
Lowest unoccupied orbital energy = 0.0334 Ha
Energy above the lowest of the compared OMol25 structures with the same formula, charge and spin = 261.9 kJ/mol
HOMO energy = -9.0 eV